Formula: C4H3CaO5
Source: the Open Molecules 2025 dataset
Level of theory: the ωB97M-V functional and the def2-TZVPD basis

Output
ΔE to the lowest compared entry with this formula, charge and spin: 26.1 kJ/mol
LUMO: -0.2031 hartree
Gap between HOMO and LUMO: 7.6 eV
E: -1207.7868 hartree
Total charge: +1

```
13
Properties=species:S:1:pos:R:3:mulliken_charge:R:1
O -1.912 -0.070 2.925 -0.36
C -1.586 -0.281 1.797 -0.36
C -0.271 0.638 -0.055 0.51
C 1.164 1.002 -0.428 -0.38
O 1.670 -0.130 -1.140 -0.32
C 0.845 -1.157 -1.171 0.58
O -0.355 -0.786 -0.636 -0.38
O 1.093 -2.243 -1.592 -0.48
O -0.482 0.618 1.289 -0.35
H -1.041 1.210 -0.589 0.28
H 1.771 1.159 0.469 0.29
H 1.205 1.870 -1.094 0.28
Ca -2.102 -1.828 0.225 1.71
```


Formula: C2H5N3
Source: the Open Molecules 2025 dataset
Level of theory: the ωB97M-V functional and the def2-TZVPD basis

Output
ΔE to the lowest compared entry with this formula, charge and spin: 14.4 kJ/mol
LUMO: 0.0352 hartree
Gap between HOMO and LUMO: 10.6 eV
E: -243.4565 hartree

```
10
Properties=species:S:1:pos:R:3:mulliken_charge:R:1
H -0.580 1.540 2.092 0.19
N 0.399 1.206 2.026 -0.61
C 0.622 0.494 0.990 0.20
N -0.221 0.080 -0.020 -0.26
C 0.179 -0.685 -1.104 0.19
N -0.550 -1.192 -2.008 -0.60
H -1.535 -0.926 -1.876 0.20
H 1.650 0.107 0.889 0.23
H -1.212 0.293 0.067 0.21
H 1.248 -0.918 -1.057 0.25
```


Formula: C20H36BrN2O4S2
Source: the Open Molecules 2025 dataset
Level of theory: the ωB97M-V functional and the def2-TZVPD basis

Output
LUMO: -0.1562 hartree
Gap between HOMO and LUMO: 6.0 eV
E: -4564.1127 hartree
Total charge: +1

```
65
Properties=species:S:1:pos:R:3:mulliken_charge:R:1
C 6.609 -2.966 -0.175 -0.60
C 5.509 -2.637 0.540 -0.74
N 4.673 -1.579 -0.039 0.67
N 5.185 -0.350 -0.095 -0.46
C 4.458 0.579 -0.698 -0.23
C 5.051 1.942 -0.840 -0.16
C 5.681 2.081 -2.249 -1.20
C 3.181 0.271 -1.204 -0.44
C 2.648 -0.986 -1.115 1.25
C 1.299 -1.328 -1.671 -1.60
C 0.267 -1.653 -0.554 -0.44
C -0.636 -2.854 -0.880 -0.90
C -1.918 -2.456 -1.613 -0.93
C -2.847 -1.579 -0.756 -0.62
C -3.389 -0.393 -1.548 -0.66
O -3.863 0.660 -0.708 -0.39
C -5.123 0.439 -0.195 0.61
C -6.253 0.952 -1.034 -0.62
O -5.263 -0.095 0.866 -0.53
C 3.473 -1.942 -0.495 0.11
Br 2.932 -3.713 -0.342 0.01
H 7.298 -2.169 -0.450 0.28
H 6.797 -3.971 -0.536 0.27
H 5.242 -3.046 1.505 0.56
H 5.848 2.000 -0.107 0.00
H 4.299 2.704 -0.648 0.52
H 6.008 1.102 -2.601 0.33
H 6.554 2.726 -2.207 0.40
H 4.957 2.466 -2.966 0.31
H 2.614 1.063 -1.676 0.49
H 1.391 -2.151 -2.382 0.56
H 0.955 -0.454 -2.222 0.36
H 0.813 -1.873 0.365 0.58
H -0.323 -0.755 -0.373 0.39
H -0.063 -3.555 -1.491 0.43
H -0.870 -3.367 0.055 0.34
H -2.433 -3.377 -1.887 0.47
H -1.635 -1.956 -2.545 0.36
H -2.392 -1.241 0.174 0.48
H -3.707 -2.194 -0.485 0.36
H -2.622 0.040 -2.193 0.41
H -4.190 -0.723 -2.219 0.34
H -6.095 2.005 -1.267 0.35
H -7.183 0.855 -0.481 0.06
H -6.317 0.398 -1.971 0.31
C 6.920 1.923 4.243 -0.97
S 7.326 0.919 2.815 0.37
O 6.944 1.707 1.614 -0.59
C 6.036 -0.311 3.070 -0.39
H 7.591 2.779 4.243 0.34
H 5.887 2.262 4.168 0.31
H 7.070 1.339 5.150 0.37
H 5.058 0.172 3.083 0.33
H 6.218 -0.821 4.016 0.48
H 6.083 -1.035 2.257 -0.33
C -9.578 3.465 1.484 -1.01
S -9.418 2.235 0.185 0.63
O -9.762 2.898 -1.098 -0.63
C -10.840 1.254 0.678 -1.01
H -8.800 4.210 1.333 0.31
H -10.559 3.935 1.417 0.34
H -9.445 2.986 2.454 0.35
H -11.732 1.879 0.668 0.35
H -10.668 0.844 1.673 0.36
H -10.948 0.443 -0.039 0.31
```


Formula: C3H7N2OS
Source: the Open Molecules 2025 dataset
Level of theory: the ωB97M-V functional and the def2-TZVPD basis

Output
ΔE to the lowest compared entry with this formula, charge and spin: 426.7 kJ/mol
LUMO: -0.1731 hartree
Gap between HOMO and LUMO: 9.2 eV
E: -701.0622 hartree
Total charge: +1

```
14
Properties=species:S:1:pos:R:3:mulliken_charge:R:1
C -0.665 1.037 -0.481 -0.21
C -2.740 -0.249 0.068 0.30
C 2.882 -0.523 -0.032 -0.77
N -1.828 0.523 0.017 -0.36
N -3.592 -1.046 0.050 -0.29
O 0.507 0.654 0.337 -0.25
S 1.184 -0.945 0.357 0.18
H -0.764 2.100 -0.602 0.26
H -0.624 0.549 -1.442 0.39
H 3.040 0.500 0.141 0.29
H 3.181 -0.958 -0.965 0.31
H 3.569 -0.931 0.694 0.36
H -4.319 -1.554 0.569 0.32
H 0.168 0.845 1.290 0.45
```


Formula: CH5NP2
Source: the Open Molecules 2025 dataset
Level of theory: the ωB97M-V functional and the def2-TZVPD basis

Output
ΔE to the lowest compared entry with this formula, charge and spin: 47.4 kJ/mol
LUMO: -0.0041 hartree
Gap between HOMO and LUMO: 9.2 eV
E: -778.4958 hartree

```
9
Properties=species:S:1:pos:R:3:mulliken_charge:R:1
H 2.940 0.767 -0.421 0.24
N 2.056 0.434 -0.631 -0.51
P 1.269 0.040 0.637 0.12
C -0.182 -0.523 -0.238 -0.70
P -1.663 0.668 0.227 -0.03
H 0.068 -0.396 -1.252 0.34
H -0.531 -1.526 -0.210 0.46
H -2.640 -0.339 0.354 0.05
H -1.317 0.876 1.536 0.03
```


Formula: C3H6N5O3
Source: the Open Molecules 2025 dataset
Level of theory: the ωB97M-V functional and the def2-TZVPD basis

Output
ΔE to the lowest compared entry with this formula, charge and spin: 706.4 kJ/mol
LUMO: -0.1790 hartree
Gap between HOMO and LUMO: 9.3 eV
E: -616.8795 hartree
Total charge: +1

```
17
Properties=species:S:1:pos:R:3:mulliken_charge:R:1
C -1.369 -2.022 0.936 -0.18
N -1.477 -0.808 0.578 -0.52
C -0.356 -0.066 -0.161 0.73
N -1.259 1.172 -0.498 0.95
O -1.298 2.034 0.362 -0.62
O -1.802 1.134 -1.555 -0.53
N 0.028 -0.876 -1.262 -0.28
O 1.339 -0.575 -1.694 -0.18
N 1.946 0.094 -0.678 0.10
C 1.063 0.415 0.230 0.30
N 1.210 1.307 1.228 -0.44
H -2.266 -2.518 1.338 0.28
H -0.487 -2.691 1.089 0.24
H -0.438 -0.783 -2.081 0.30
H 2.914 0.332 -0.644 0.26
H 1.923 2.024 1.342 0.29
H 0.330 1.825 1.468 0.32
```